# C29H26CoN7OS2Te

A molecular structure, C29H26CoN7OS2Te in a non-equilibrium geometry (ωB97M-V with the def2-TZVPD basis set, the OMol25 dataset).

Last column: Löwdin spin population.
Geometry (Å):
O -3.3940 2.3763 1.1235  -0.010
H -4.9358 1.0852 -1.4430  0.000
C -1.7592 -3.9839 -0.5330  0.003
H -5.5728 -0.0151 -3.6265  0.000
C 0.8906 -0.3780 -2.4182  -0.001
C 0.4994 0.4672 2.9031  0.001
C -1.3281 -3.5979 1.6488  0.002
C 1.9591 -0.8165 -1.6018  -0.002
H 3.3023 8.0327 -0.0138  0.000
C 3.1576 -1.3435 -2.0952  -0.001
H -2.1553 -4.6580 -1.2776  0.001
H -3.9089 3.9448 -3.6379  0.000
C 2.9235 7.0204 -0.0101  0.000
H 4.7586 6.1627 -0.7095  0.000
H 0.5108 -0.1274 4.9463  0.000
H -4.2617 2.7103 -1.4293  0.000
H 0.9029 1.4618 2.9381  0.001
C -2.3966 1.0060 -2.5893  0.001
C 3.9029 -1.6397 0.1550  -0.001
C -0.7136 0.2552 -4.1479  0.000
H -5.9558 2.4659 -1.8334  0.000
H -1.3554 -3.9192 2.6823  0.000
C -2.7745 1.1166 -4.9553  0.000
C 1.1319 5.4662 0.3529  0.004
C -4.9554 2.0503 -1.9423  0.000
H 0.1085 5.2799 0.6483  0.001
H -5.6473 3.7528 -3.8979  0.000
H -6.6538 1.3584 -3.8969  0.000
C 1.9222 4.4071 -0.0757  0.044
S 0.8803 -0.4499 -4.1715  -0.001
C -1.5270 0.5821 -5.2147  0.000
C -1.2409 -2.7597 -0.8752  0.002
N -1.8020 -4.4245 0.7532  -0.007
Co -0.0758 -0.0060 0.0039  0.892
C 3.2387 4.6840 -0.4301  0.004
C -0.3053 -1.4105 2.2820  -0.002
C -5.6486 0.9771 -4.0678  0.000
H 2.5833 -1.0516 1.7081  0.000
C -3.2253 1.3281 -3.6473  0.000
Te 1.1635 2.3889 -0.4437  0.054
N -0.1825 -1.5267 3.6090  -0.002
H 5.0678 -2.1505 -1.5748  0.000
C -4.6118 1.9101 -3.4256  0.000
H -4.5017 3.2509 -5.1443  0.000
H 3.8740 3.8706 -0.7495  0.000
H 0.9852 7.5739 0.7059  0.000
H -2.6956 1.1404 -1.5645  0.000
H 4.6680 -1.9601 0.8514  0.000
S -1.9350 2.1305 1.0690  -0.003
N -1.5861 0.9093 0.2725  0.006
H 3.3047 -1.4174 -3.1641  0.000
C 4.1301 -1.7506 -1.2105  -0.001
C -1.1295 0.4733 -2.8212  0.000
N -0.2034 0.1234 -1.8823  -0.004
N -0.7452 -1.9108 0.0255  0.039
N 0.1170 -0.1797 1.8343  -0.002
C 1.7014 -0.6851 -0.2219  -0.015
C 1.6228 6.7594 0.3851  0.001
H -5.4930 0.8842 -5.1398  0.000
C 3.7366 5.9715 -0.4068  0.002
H -1.2130 -2.4495 -1.9117  0.000
H -3.4097 1.3640 -5.7938  0.000
H -1.1914 0.4227 -6.2277  0.000
N 0.3335 -0.3276 3.9770  -0.001
C -4.6721 3.3015 -4.0715  0.000
C 2.7098 -1.1160 0.6341  -0.002
C -0.7990 -2.3375 1.3401  -0.004

Atoms 1-3, force components in eV/Å:
O 0.186 0.511 0.294
H 0.029 -0.081 0.148
C -0.084 -0.739 1.308

Computed properties:
Charge: -1
Multiplicity: 2
Orbital gap (spin up / spin down) (eV): 4.6182 / 4.5978
Relative energy (zero: lowest compared OMol25 entry of this formula, charge and spin) (eV): 1.733
E_HOMO (spin up / spin down) (eV): -2.95 / -2.91
LUMO (spin up / spin down) (eV): 1.669 / 1.686

=====

# C29H26N10O2S2Ti

A molecular structure, C29H26N10O2S2Ti in a non-equilibrium geometry (ωB97M-V with the def2-TZVPD basis set, the OMol25 dataset).

Last column: Löwdin spin population.
Geometry (Å):
H -5.8538 -0.8708 0.6820  0.000
C 2.9326 4.4077 0.3247  0.000
H 3.7102 -1.3792 3.6589  -0.001
C 3.2074 -3.2134 2.6636  0.022
C 2.4277 3.3566 -0.4134  0.000
O 3.1935 0.8889 -0.8478  0.001
C 1.2918 -3.1326 1.3003  0.022
C -1.9541 1.8306 1.8317  0.002
C -0.0373 0.7925 -3.6575  -0.002
N -2.6440 -1.3677 -0.1357  0.010
C -5.0661 -2.7469 0.0233  0.003
S 0.2562 2.9628 2.1386  0.004
C 3.0498 -1.8608 2.9573  -0.003
H 1.8730 -0.1449 2.5062  0.002
C 0.6054 -1.5726 -2.4704  0.017
H -1.8179 3.3751 3.3375  0.000
C 1.8036 3.4970 -1.6158  0.000
H -5.9731 -3.3239 0.1278  0.000
H -3.6280 0.2665 0.5734  0.000
N -4.8048 -0.5247 4.2438  0.003
H 1.7718 -2.7872 -1.0555  0.002
S 2.5326 1.6903 0.1574  0.002
H -1.7570 -4.3438 -1.0616  0.000
H 1.2886 -2.3130 -4.3284  0.000
N 2.2754 7.1119 -2.0817  0.000
C -3.7550 -0.7925 0.3028  0.004
C 2.9034 5.6502 -0.2742  0.000
C 0.8606 -2.8247 -1.6634  0.008
H 0.9185 -3.7106 -2.3175  0.001
C 2.2873 5.8611 -1.4961  0.000
C -1.5660 -3.2928 -1.1739  0.003
N -2.4363 -1.2063 4.5451  0.013
C 1.7556 4.7561 -2.1722  0.000
H 4.0173 -3.7458 3.0939  0.002
H 1.4372 2.6656 -2.2056  0.000
N -1.1554 -1.1580 2.4757  0.013
H -1.6391 -3.0750 -2.2494  0.000
C -3.6745 -0.7872 4.3506  0.002
H 2.3469 -4.9245 1.6664  0.000
Ti -0.3985 -0.8244 0.4254  1.689
C -0.2771 0.5553 -2.3358  0.018
H -0.2922 1.7228 -4.1712  0.000
H -0.6981 -3.8772 1.2019  0.002
N 1.2049 -1.8109 1.4646  0.014
C 2.0633 -1.1749 2.2768  0.024
C -1.4186 2.7960 2.5790  0.001
C 0.5313 -0.2593 -4.4141  0.020
C -4.9835 -1.4347 0.3773  0.001
C -1.7905 -1.1880 3.4431  0.021
H 2.1862 7.9083 -1.4695  0.000
C 0.1400 -3.7816 0.5184  0.010
N 0.0681 -0.5779 -1.7346  0.012
H 3.3476 4.2698 1.2980  0.000
H 0.7988 0.0403 -5.4317  0.001
H -0.7090 1.2693 -1.6450  0.002
C 0.8378 -1.4633 -3.8074  -0.001
O 3.1650 1.7865 1.4771  0.002
N -0.2539 -2.9911 -0.6664  0.011
H 3.3378 6.4660 0.2894  0.000
H -4.0152 -4.4580 -0.5413  0.000
N -1.1440 1.2341 0.9031  0.014
H 0.4767 -4.7813 0.2141  0.001
H 1.3447 4.8667 -3.1909  0.000
C -3.9487 -3.3844 -0.3993  0.001
C -2.7546 -2.6406 -0.5143  0.004
H 1.6765 7.2233 -2.8935  0.000
C 2.3158 -3.8590 1.8565  -0.001
C 0.0919 1.7249 0.9529  0.010
H -2.9597 1.5243 1.9713  0.000
N 1.0728 1.1052 0.2252  0.015

Atoms 1-3, force components in eV/Å:
H 0.059 -0.033 0.188
C -0.204 0.144 -1.092
H 0.013 0.216 -0.037

Computed properties:
Multiplicity: 3
Orbital gap (spin up / spin down) (eV): 6.1424 / 7.9710
Relative energy (zero: lowest compared OMol25 entry of this formula, charge and spin) (eV): 0.000
E_HOMO (spin up / spin down) (eV): -6.06 / -7.89
LUMO (spin up / spin down) (eV): 0.079 / 0.078

=====

# C29H26N3

2 unconnected molecules or ions with the total composition C29H26N3 in a non-equilibrium geometry (ωB97M-V with the def2-TZVPD basis set, the OMol25 dataset).

Last column: natural (NBO) charge in e.
Geometry (Å):
H -5.7039 0.0038 -2.6212  0.230
C 1.8907 -1.3335 -0.7895  0.219
C -0.0587 2.9787 1.8998  -0.730
C -1.4065 -2.2358 -1.0705  0.377
C -4.4789 -5.1628 -0.6633  -0.185
H -3.7289 -1.5007 -2.2923  0.237
C 2.4634 -2.5053 -1.2743  -0.244
C -4.8619 1.6021 -1.4244  -0.222
H 1.0379 5.1908 0.2676  0.293
C 4.0592 -0.3760 -0.3736  -0.215
H -1.4246 -4.6994 -2.1429  0.223
H -0.8954 3.0303 1.1955  0.255
C 4.9175 2.9106 1.7586  -0.227
H 5.7352 -1.6266 -0.9010  0.219
C -3.5666 -3.0028 -0.0729  -0.172
C 1.2142 3.2582 1.1846  0.491
C 2.4553 2.9434 1.7844  -0.251
H 5.8564 3.1121 1.2395  0.247
H -3.7002 3.0874 -0.3266  0.211
H -0.0594 1.9782 2.3552  0.269
C -0.3221 -0.3193 -0.4775  0.119
C 3.8530 -2.5889 -1.3902  -0.186
H 1.5902 2.2292 3.6642  0.224
C -2.4733 -3.2252 -0.9526  -0.152
C 3.7368 2.1913 3.7476  -0.249
C 3.7101 3.1583 1.1187  -0.068
H -5.7570 2.2182 -1.4798  0.224
H -5.2856 -5.8870 -0.5797  0.226
C 4.6521 -1.5444 -0.8903  -0.211
H 3.7537 1.8477 4.7825  0.247
H 1.7952 -3.3156 -1.5619  0.259
C -3.7417 -0.5016 -1.8468  -0.224
H 4.6881 0.4204 0.0413  0.205
H -5.4321 -3.7394 0.6815  0.226
C 2.6688 -0.2331 -0.3888  -0.255
H -1.7061 1.5363 -0.0722  0.211
N 0.5097 -1.3274 -0.7805  -0.275
H 1.9919 4.0434 -0.6842  0.250
C -4.5824 -3.9519 0.0310  -0.215
C -2.6237 1.2417 -0.5863  -0.184
H 3.7187 3.5374 0.0937  0.233
C 4.9426 2.4375 3.0773  -0.059
C -4.8462 0.3442 -2.0318  -0.189
H -3.2232 -6.4212 -1.8876  0.226
C -2.6870 -0.0691 -1.0432  0.115
H 0.2279 3.8744 -0.5800  0.265
H -3.5855 -2.0790 0.5094  0.223
C 1.1327 4.1297 -0.0143  -0.722
N -0.1267 -2.4967 -1.1795  -0.279
H 4.2908 -3.4817 -1.8424  0.227
H -0.2555 3.7135 2.6979  0.286
C -3.3343 -5.4421 -1.4237  -0.227
H 2.1694 0.6894 -0.0802  0.208
H 5.8960 2.2148 3.5607  0.246
C -2.3255 -4.4899 -1.5649  -0.108
C -3.7303 2.0785 -0.7471  -0.207
C 2.5206 2.4152 3.1174  -0.009
N -1.5549 -0.8602 -0.7702  -0.425

Atoms 1-3, force components in eV/Å:
H 0.387 0.129 0.258
C 1.650 -0.022 -0.188
C -0.424 -0.608 -0.350

Computed properties:
Charge: +1
Orbital gap (eV): 4.6651
E_HOMO (eV): -10.42
LUMO (eV): -5.757